Density functional theory data (ωB97M-V/def2-TZVPD) for C38H51N9O2PS as an isolated structure in a non-equilibrium geometry.

* Kohn-Sham gap: 4.29 eV
* lowest unoccupied orbital energy: 1.620 eV
* molecular weight: 728.9 u
* total charge: -1
* calculated total energy: -77860.5807 eV
* F_max: 1.2 eV/A
* HOMO energy: -2.674 eV

```
102
Properties=species:S:1:pos:R:3:forces:R:3
C 6.874230 2.135347 -3.153917 0.2 0.1 0.0
C 6.740171 2.248933 -4.340417 -0.7 0.0 0.0
C 6.359106 2.417851 -5.747471 0.7 -0.1 -0.2
C 5.943425 1.127330 -6.490801 0.1 -0.4 0.0
C 5.389620 -0.026789 -5.650361 -0.2 0.1 0.5
C 4.148604 0.238144 -4.780168 0.0 0.3 -0.4
S 3.575296 -1.405729 -4.191606 -0.2 -0.1 0.2
P 2.792197 0.889885 -5.686880 0.3 -1.2 -0.1
N 2.138780 0.069350 -6.847716 0.3 0.4 -0.1
O 3.220305 2.380640 -6.230280 -0.2 0.1 0.2
O 1.681974 1.176835 -4.515495 0.0 0.5 -0.3
H 6.956360 2.057828 -2.098287 0.1 -0.1 0.0
H 5.611165 3.201944 -5.843168 -0.2 -0.1 0.2
H 7.252888 2.802517 -6.253350 -0.1 0.1 -0.1
H 6.847006 0.753540 -6.984858 -0.1 -0.1 0.0
H 5.240237 1.349607 -7.292756 0.0 0.3 0.1
H 5.202491 -0.896578 -6.299996 0.1 0.1 -0.2
H 6.197217 -0.329997 -4.969143 0.0 -0.1 0.0
H 4.754508 -1.968799 -3.875290 0.1 0.3 0.1
H 2.113667 0.589876 -7.717234 -0.3 -0.1 0.0
H 3.282914 2.997534 -5.492138 0.2 0.0 0.0
H 2.125221 1.722457 -3.851652 0.0 -0.4 0.3
N 0.724886 2.869869 -0.109989 0.0 0.0 0.0
C -0.413543 3.584625 -0.384856 0.0 0.0 0.0
C -0.956353 3.074328 -1.536001 0.0 0.0 0.1
C -0.115432 2.009932 -1.967255 -0.2 -0.1 -0.1
C 0.906398 1.904297 -1.067482 0.1 0.1 0.0
H 1.330792 3.025344 0.674766 -0.1 0.1 0.0
H -0.735717 4.388305 0.256921 0.0 0.0 0.0
H -1.853771 3.425243 -2.018725 0.0 0.0 0.0
H -0.241835 1.389491 -2.839513 0.0 0.0 0.0
H 1.744930 1.228275 -1.028244 0.0 0.0 -0.1
N 3.619725 2.955688 2.238412 -0.1 0.1 0.0
C 4.181989 2.943419 3.485709 0.0 0.0 0.0
C 4.541833 4.226964 3.796687 0.0 0.0 0.0
C 4.181580 5.048559 2.694560 0.0 0.0 0.0
C 3.613043 4.237716 1.750997 -0.1 -0.1 -0.1
H 3.272989 2.146710 1.755732 0.1 0.0 0.0
H 4.278804 2.026265 4.041000 0.0 0.0 0.0
H 5.012738 4.543340 4.712050 0.0 0.0 0.0
H 4.324329 6.112172 2.606202 0.0 0.0 0.0
H 3.209475 4.459654 0.776328 0.1 0.0 0.0
N 0.932471 6.927827 1.337023 0.0 0.1 0.0
C -0.284550 7.238090 1.877955 0.0 -0.1 0.0
C -0.169677 8.449975 2.504566 0.0 0.0 0.0
C 1.170894 8.889376 2.331017 0.0 0.0 0.0
C 1.823814 7.928740 1.605764 0.0 -0.1 0.0
H 1.139511 6.091636 0.821941 0.0 0.0 0.0
H -1.124975 6.573460 1.772011 0.0 0.0 0.0
H -0.957779 8.964887 3.027941 0.0 0.0 0.0
H 1.604741 9.805089 2.696389 0.0 0.0 0.0
H 2.841558 7.872416 1.259618 0.0 0.0 0.0
N -4.048751 1.824154 -0.879197 -0.1 0.0 0.1
C -4.911523 2.877100 -0.995682 0.1 0.0 0.0
C -5.992552 2.457510 -1.726074 0.0 0.0 0.0
C -5.771038 1.094416 -2.060659 0.0 0.0 0.0
C -4.563581 0.734732 -1.521604 0.0 0.0 0.0
H -3.165679 1.850558 -0.398575 0.0 0.0 0.0
H -4.683792 3.831473 -0.552214 0.0 0.0 0.0
H -6.845316 3.059837 -1.991698 0.0 0.0 0.0
H -6.421367 0.453470 -2.632138 0.0 0.0 0.0
H -4.028469 -0.199377 -1.542736 0.0 0.0 0.0
N 0.005485 -0.926499 2.452321 -0.1 0.1 0.0
C -0.280664 0.009541 1.494833 0.0 -0.1 0.1
C -1.312457 -0.468455 0.735555 -0.1 0.0 0.0
C -1.669123 -1.740496 1.259810 0.0 0.0 0.0
C -0.839458 -1.996487 2.318601 0.0 0.0 0.0
H 0.725986 -0.840096 3.145383 -0.1 0.0 0.1
H 0.272891 0.927136 1.433526 0.0 0.0 0.0
H -1.757206 0.036299 -0.105635 0.1 0.0 -0.1
H -2.445108 -2.394485 0.897124 0.0 0.0 0.0
H -0.775795 -2.842798 2.981196 0.0 0.0 0.0
N -3.765361 -5.053963 0.322565 0.0 0.0 0.0
C -3.354334 -5.812671 1.383503 0.0 0.0 0.0
C -4.424821 -5.976957 2.222450 0.0 0.0 0.0
C -5.525988 -5.289404 1.641504 -0.1 0.0 0.0
C -5.086846 -4.732320 0.469395 0.0 0.0 0.0
H -3.183420 -4.773083 -0.445898 0.0 0.0 0.0
H -2.340120 -6.167532 1.450640 0.0 0.0 0.0
H -4.421594 -6.526184 3.149338 0.0 0.0 0.0
H -6.524279 -5.213776 2.040095 0.0 0.0 0.0
H -5.598146 -4.136803 -0.267506 0.0 0.0 0.0
N 3.753591 -3.384661 3.135182 0.0 0.0 0.1
C 4.166537 -4.143339 4.194903 0.0 0.0 0.0
C 3.102020 -4.296230 5.042858 0.0 0.0 0.0
C 2.001061 -3.604712 4.467711 0.0 0.0 0.0
C 2.436294 -3.053696 3.290670 0.1 0.0 0.0
H 4.328446 -3.112391 2.358723 0.0 0.0 0.0
H 5.177291 -4.508593 4.254847 0.0 0.0 0.0
H 3.109460 -4.844342 5.969993 0.0 0.0 0.0
H 1.005297 -3.524033 4.872271 0.0 0.0 0.0
H 1.928482 -2.463332 2.550099 0.0 -0.1 -0.1
N -7.374915 -8.180081 1.811793 -0.1 -0.1 0.0
C -6.963717 -8.938773 2.870558 0.0 0.0 0.0
C -8.035559 -9.111783 3.706616 0.0 0.0 0.0
C -9.138462 -8.430229 3.124652 0.0 0.0 0.0
C -8.697305 -7.867393 1.955821 0.0 0.0 0.0
H -6.790592 -7.888849 1.048401 0.0 0.1 0.1
H -5.947779 -9.288054 2.939247 0.0 0.0 0.0
H -8.029882 -9.664104 4.631431 0.0 0.0 0.0
H -10.138625 -8.360842 3.518651 0.0 0.0 0.0
H -9.209439 -7.272783 1.218832 0.0 0.0 0.0
```
Positions in Å, forces in eV/Å.

These are the Löwdin partial charges, in e, on atoms 1 to 5: 0.087, -0.161, -0.216, -0.225, -0.385

---

Density functional theory data (ωB97M-V/def2-TZVPD) for C38H53AuNO2PS3 as an isolated structure in a non-equilibrium geometry.

* Kohn-Sham gap: 6.19 eV
* lowest unoccupied orbital energy: -7.011 eV
* molecular weight: 880.0 u
* total charge: +2
* calculated total energy: -91322.0105 eV
* ΔE to the lowest compared entry with this formula, charge and spin: 34.6 kcal per mole
* F_max: 2.2 eV/A
* HOMO energy: -13.199 eV

```
99
Properties=species:S:1:pos:R:3:forces:R:3
Au 0.192548 0.163701 -0.588516 0.4 0.1 0.2
O 0.175648 -0.419799 1.701484 -1.0 0.2 -1.2
S 1.430348 -0.383099 2.523584 0.4 -0.4 2.1
C 1.826948 -2.170299 2.803484 -0.2 0.4 -0.4
C 2.226448 -2.890199 1.521284 0.2 -0.1 0.0
C 3.736848 -2.959599 1.290284 -0.2 0.0 -0.1
C 4.395448 -1.606099 1.064484 -0.2 -0.2 -0.5
S 3.644248 -0.765199 -0.400116 1.6 -0.1 0.4
O 2.456948 -0.042699 0.183984 -1.1 0.3 -0.6
C 4.898848 0.508601 -0.633716 -0.2 -0.3 -0.2
C 5.972348 0.213201 -1.459316 -0.1 0.0 0.0
C 6.906448 1.200201 -1.728516 0.0 0.0 0.0
C 6.738148 2.473901 -1.206316 0.0 0.0 0.0
C 5.656648 2.759101 -0.385816 0.1 -0.1 0.0
C 4.739648 1.766501 -0.083816 -0.2 0.0 0.2
C 0.791148 -0.110599 4.197184 0.1 0.0 -0.3
C -0.577552 -0.113999 4.394584 -0.1 -0.1 -0.2
C -1.084352 0.076501 5.668284 0.0 0.0 0.0
C -0.217052 0.274201 6.730684 0.0 0.0 0.0
C 1.154648 0.282301 6.523584 0.0 0.0 0.0
C 1.666948 0.103701 5.248084 0.1 0.0 0.0
H 0.924948 -2.601999 3.232084 -0.1 0.1 0.1
H 2.619548 -2.190499 3.548484 0.1 0.0 0.2
H 1.754248 -2.397099 0.666984 -0.1 -0.2 0.0
H 1.847648 -3.914999 1.558384 -0.1 0.1 0.0
H 3.921048 -3.590299 0.418484 0.1 0.0 0.0
H 4.211148 -3.446999 2.145784 0.0 0.0 0.0
H 5.449948 -1.732599 0.831584 0.1 0.1 0.0
H 4.288948 -0.939899 1.918184 0.0 0.3 -0.1
H 6.070448 -0.771399 -1.890016 0.1 -0.1 -0.1
H 7.753148 0.979101 -2.359616 0.1 0.0 -0.1
H 7.447448 3.250601 -1.448916 0.1 0.0 0.0
H 5.522448 3.754401 0.008884 0.0 0.1 0.1
H 3.893848 1.960401 0.558184 -0.1 0.1 0.0
H -1.224252 -0.266599 3.542884 -0.1 0.0 0.0
H -2.151252 0.069501 5.831684 -0.1 0.0 0.0
H -0.609652 0.423901 7.724384 0.0 0.0 0.1
H 1.821948 0.433801 7.357384 0.1 0.0 0.1
H 2.734048 0.135901 5.083684 0.2 0.0 0.0
N -0.910152 -1.897299 -0.577916 0.6 0.0 -0.4
S -2.376352 -2.111099 0.081884 -0.1 -0.9 -0.9
C -2.711552 -3.883799 -0.244716 -0.1 0.7 0.5
C -2.528452 -4.428599 -1.503016 0.0 -0.1 0.0
C -2.835052 -5.767299 -1.692216 0.1 0.2 0.0
C -3.311652 -6.529699 -0.635516 0.0 0.0 0.1
C -3.478852 -5.967599 0.620884 0.0 -0.1 0.0
C -3.172752 -4.630599 0.825284 0.0 0.0 -0.1
C -3.422252 -1.404399 -1.200516 0.2 0.0 0.3
C -2.919652 -1.196299 -2.471816 0.0 0.1 0.1
C -3.758152 -0.680999 -3.446116 0.0 0.0 0.0
C -5.076852 -0.378599 -3.144616 0.0 0.0 0.0
C -5.568552 -0.599599 -1.865916 0.0 0.0 0.0
C -4.738352 -1.109899 -0.881216 0.1 0.0 0.1
H -0.244152 -2.377899 0.018484 -0.2 -0.2 0.2
H -2.159852 -3.827199 -2.320116 0.0 0.1 0.0
H -2.701552 -6.206099 -2.669216 0.0 -0.1 -0.1
H -3.556152 -7.567899 -0.793816 0.0 -0.1 0.0
H -3.846952 -6.561799 1.442584 0.0 -0.1 0.1
H -3.299552 -4.176699 1.796684 0.0 0.0 0.1
H -1.881952 -1.416399 -2.663816 0.1 -0.1 -0.1
H -3.377052 -0.517799 -4.441516 0.0 0.0 -0.2
H -5.718252 0.048001 -3.900416 -0.1 0.0 -0.1
H -6.599052 -0.375399 -1.636716 -0.1 0.0 0.0
H -5.104652 -1.275199 0.120784 -0.1 -0.1 0.1
C 2.231848 2.490201 -2.373516 -0.3 0.0 0.1
C 0.974348 1.881301 -2.983916 0.0 0.4 0.0
C 0.991548 2.059701 -4.510216 -0.1 -0.2 0.2
C 0.808848 0.416901 -2.677216 -1.2 1.0 0.6
H 2.247148 3.565101 -2.544016 0.1 0.1 -0.1
H 3.118948 2.057901 -2.831516 0.2 0.0 0.0
H 2.272548 2.317801 -1.300216 0.0 0.0 0.1
H 0.103748 2.426001 -2.593816 0.1 -0.1 -0.2
H 1.858448 1.555101 -4.932016 0.1 0.0 -0.1
H 1.043948 3.116101 -4.764216 0.0 0.0 0.0
H 0.094448 1.639501 -4.957516 -0.1 0.0 -0.1
H 1.724648 -0.143599 -2.836316 0.2 -0.4 0.7
H -0.006652 -0.023399 -3.242416 -0.2 -0.2 0.2
C 0.200648 3.518801 1.245884 0.0 0.0 -0.1
C -0.682652 3.574401 0.007384 -0.1 -0.4 -0.1
P -1.462752 1.948701 -0.354216 0.2 0.4 -0.5
C -2.619952 1.662201 1.045084 0.5 -0.4 -0.1
C -3.752452 2.677101 1.135784 0.1 0.0 -0.1
C -2.555052 2.156101 -1.832816 0.4 -0.2 0.1
C -2.760052 3.581401 -2.322716 0.0 -0.1 0.0
H 0.722348 4.465401 1.358684 0.1 0.0 0.1
H 0.937948 2.722401 1.157084 0.1 -0.1 0.0
H -0.381452 3.347201 2.147184 0.0 0.0 0.1
H -0.088752 3.857301 -0.863516 -0.1 0.0 0.0
H -1.482252 4.310201 0.122584 0.1 0.0 -0.1
H -2.016052 1.666401 1.955884 0.0 -0.1 0.0
H -3.015552 0.650001 0.916984 0.0 0.0 0.1
H -3.375952 3.692601 1.222484 0.0 0.1 0.0
H -4.357352 2.468501 2.015184 0.0 0.0 0.1
H -4.405452 2.623501 0.268784 -0.1 0.0 -0.1
H -3.511252 1.693301 -1.579016 0.1 -0.1 0.0
H -2.111352 1.550401 -2.625416 -0.1 0.0 0.0
H -3.235752 4.207101 -1.573816 0.0 0.1 0.1
H -3.403252 3.560401 -3.199516 0.0 0.1 -0.1
H -1.816652 4.032601 -2.611816 0.1 0.2 -0.1
```
Positions in Å, forces in eV/Å.

These are the Löwdin partial charges, in e, on atoms 1 to 5: 0.930, -0.628, 1.000, -0.263, -0.244